(i)
The following is a quantum chemistry calculation of one molecule with the formula C4H6ClF, from OMol25.

Element x y z (Å)
C 1.16215 -0.99409 -0.42945
C 0.30555 0.19312 -0.35156
C -0.38627 0.88762 0.92323
C -1.19949 0.29375 -0.17088
H 2.18670 -0.74335 -0.52191
H 1.04466 -1.53603 0.54570
H 0.99511 -1.63487 -1.34147
H 0.59089 1.11615 -0.93386
H -0.34348 0.37224 1.94053
H -0.29689 1.93134 1.19709
F -1.86608 1.24736 -0.86072
Cl -2.19286 -1.13323 0.00329

Results
HOMO energy   -10.31 eV
Charge   0
Molecular weight   108.54 g mol⁻¹

(ii)
The following is a quantum chemistry calculation of one molecule with the formula C4H6ClF, from OMol25.

Element x y z (Å)
C -0.16768 0.39841 1.47885
C -0.84991 0.19775 0.08928
C -0.12296 -0.90573 -0.59945
C 0.98227 -0.39872 -1.37680
H 0.86478 0.95137 1.41294
H -0.10059 -0.64642 1.99696
H -0.82594 1.15266 1.89590
H -0.92513 1.00128 -0.80096
H -1.93810 0.00881 0.17818
H -0.04058 -2.01368 -0.18703
F 2.06691 -0.97445 -1.94504
Cl 1.05693 1.22872 -2.14283

Results
HOMO energy   -9.23 eV
Charge   0
Molecular weight   108.54 g mol⁻¹

(iii)
The following is a quantum chemistry calculation of one molecule with the formula C4H6ClF, from OMol25.

Element x y z (Å)
C -1.22915 -0.76061 0.50999
C -0.72357 0.20834 -0.53693
C 0.57458 0.88702 -0.22626
C 1.71911 0.29483 -0.03838
H -1.48700 -0.18371 1.37823
H -2.03975 -1.36628 0.18352
H -0.41351 -1.30745 0.88050
H -1.36428 1.03060 -0.67898
H -0.55900 -0.29887 -1.46677
H 0.58103 1.96119 -0.15434
F 2.83108 0.99074 0.31279
Cl 2.11047 -1.45578 -0.16338

Results
HOMO energy   -9.71 eV
Charge   0
Molecular weight   108.54 g mol⁻¹

Tell me which of them is the least stable. Sure, it is (ii).

(i)
The following is a quantum chemistry calculation of a 2-piece molecular cluster, C4H13NO overall, from OMol25.

Element x y z (Å)
C 0.48790 -0.62958 2.22194
N 0.62865 -0.48595 0.78574
C -1.65972 -0.87921 -0.13969
C -0.42415 0.01075 -0.07293
C -0.66662 1.50696 0.29491
H -0.15645 -1.46615 2.51085
H 1.46000 -0.83942 2.65755
H 0.09103 0.31439 2.61328
H 1.49428 0.00866 0.56710
H -2.57721 -0.40430 0.19250
H -1.76381 -1.32949 -1.12014
H -1.57648 -1.62688 0.64974
H 0.07139 0.06002 -1.04082
H -1.04472 1.95634 -0.62634
H -1.36089 1.52465 1.13278
H 0.26919 2.03038 0.42673
H 2.15839 -0.60198 -3.31789
H 2.15652 0.85900 -3.70080
O 2.41272 -0.00819 -4.03454

Results
HOMO energy (spin up / spin down)   -14.36 / -14.36 eV
2S+1   2
<S²>   0.7543
Charge   +1
Molecular weight   91.15 g mol⁻¹

(ii)
The following is a quantum chemistry calculation of a 2-piece molecular cluster, C4H13NO overall, from OMol25.

Element x y z (Å)
C -1.81271 0.51543 0.12862
N -0.45834 0.41870 0.65014
C 0.69747 1.05353 -1.52869
C 0.61472 0.14984 -0.26251
C 0.76539 -1.33093 -0.63572
H -2.10286 1.32665 -0.58952
H -2.34874 0.60891 1.06591
H -2.16513 -0.36873 -0.39811
H -0.18679 1.25426 1.18231
H 1.76342 1.05481 -1.79966
H 0.43991 2.06782 -1.29670
H 0.10117 0.75132 -2.41857
H 1.55460 0.21534 0.33123
H 1.52567 -1.81698 -1.24975
H -0.15789 -1.61932 -1.16996
H 0.63349 -1.96765 0.25322
H 0.48976 -0.41885 3.26351
H 0.11610 -0.73029 1.83439
O 0.53075 -1.16386 2.63985

Results
HOMO energy (spin up / spin down)   -15.81 / -15.71 eV
2S+1   2
<S²>   0.7551
Charge   +1
Molecular weight   91.15 g mol⁻¹

Tell me which of them is the least stable. Sure, it is (ii).